Entry 1:
81
Properties=species:S:1:pos:R:3 method="wB97M-V/def2-TZVPD" de_lowest_kj_mol=519.4 charge=0 smiles=CCO.CCO.CCO.CCO.CCO.CCO.CCO.CCO.CCO energy_ev=-37964.48202 gap_ev=10.6
H 4.02329 -2.99799 1.26851
H 0.29673 -0.19427 1.10693
H 6.31007 -4.05204 0.93001
O -5.82494 2.74388 -1.69744
H -1.52288 -3.68862 4.87272
H 2.30648 2.40955 -3.01526
C 4.27717 -0.43782 -0.11859
H 5.88043 -5.26830 2.18355
H -2.39770 0.71662 -6.42165
H -3.73311 -0.64096 1.61255
H -0.97253 -2.32801 3.02424
H 5.30341 -5.24813 -0.44913
O 0.85474 -3.35397 2.67108
C 4.50678 -3.61303 2.02751
H -0.96801 0.76842 -0.81976
H 4.78510 0.24486 -0.79982
C 3.75582 0.21775 1.21223
H 0.76152 0.98142 -0.93025
H 1.25956 -2.10212 0.60852
H -3.99095 1.57296 0.03435
O 4.85116 -5.31367 0.39513
C -4.66935 1.99056 -2.11047
H -0.06508 -4.67350 4.64914
C 1.68190 3.24930 -2.71058
H 0.87130 3.61808 0.92432
H -0.85630 1.71160 1.54556
C 0.39869 3.49394 1.89866
H -1.13831 -3.96384 2.48321
C -0.51699 -3.31529 3.10082
H 1.41993 3.26525 -1.65266
H -1.60594 3.20546 1.07163
C -4.21259 1.08232 -0.91341
H -0.05636 1.95351 -5.11468
C -3.85976 -1.52651 2.23533
H -3.89233 2.67618 -2.44847
O 3.56603 4.71255 -2.75250
H 4.91047 -1.26588 0.19974
C 0.00754 -0.76772 0.22623
H 1.09262 2.86433 2.45556
H 2.20328 4.47115 -4.26146
H -0.98342 -1.18560 0.40361
H 3.41471 -0.89326 -0.60523
H 0.03167 -0.21952 -1.89026
H -5.04820 -3.93891 2.59464
H -0.74300 0.44486 -4.49987
H -1.82369 3.95819 3.23477
H 0.11063 -3.00822 5.23655
H 0.45486 4.49054 2.33654
H 3.71488 -4.05239 2.63411
H 5.01762 -3.00334 2.77277
O -5.37300 -3.19151 3.10207
C -0.02496 0.22743 -0.89772
H -5.73359 -1.09901 2.77851
H -0.05274 0.58635 -6.16802
C -0.47094 -3.66371 4.58831
H 0.83921 3.05053 -3.37276
H -1.71689 2.23628 -6.87993
C -0.96320 2.75839 1.83000
O 0.87839 -1.75704 -0.20217
H 3.47394 -0.43007 2.04227
C 5.50040 -4.60384 1.40756
H -4.83191 1.37676 -2.99644
C -0.63637 1.07128 -5.38550
O 4.78737 1.01714 1.73646
O -1.59948 3.03505 3.09641
H -2.84331 3.04974 -5.07758
H 1.55434 5.35951 -2.96214
H 2.95163 0.88952 0.91206
C 2.20921 4.51388 -3.17232
H -5.72467 -2.22625 1.36314
H -3.47586 -1.25501 3.21869
C -5.28544 -1.98637 2.33147
H -5.06202 0.45665 -0.63932
H -3.41294 0.41605 -1.23703
H 5.47915 0.48891 2.14145
H 1.30120 -4.16648 2.92028
H -6.54287 2.27106 -2.12479
H 3.50071 4.35787 -1.86283
O -2.81053 2.09030 -5.08122
H -3.16457 -2.27924 1.86356
C -1.93723 1.61543 -6.01154

---

Entry 2:
90
Properties=species:S:1:pos:R:3 method="wB97M-V/def2-TZVPD" de_lowest_kj_mol=938.1 charge=0 energy_ev=-135469.17590 gap_ev=8.5
H 12.95916 -13.03790 48.63101
H 16.24511 -16.37820 44.57907
C 16.69488 -5.69132 40.36855
O 15.28951 -13.58759 44.49839
H 15.74987 -6.10139 40.03970
O 10.58648 -12.59376 45.93049
O 17.36240 -7.60275 42.35224
H 16.11790 -13.75998 39.18970
H 14.09488 -5.61909 43.64896
H 15.47200 -8.45252 40.77717
C 12.74185 -11.31117 45.53421
C 14.75048 -9.07156 40.22124
H 18.41114 -11.70377 44.43475
H 19.71486 -7.87769 44.79581
O 14.32942 -11.69434 39.86660
H 13.39603 -10.55370 42.31105
O 11.62843 -6.13201 44.91662
C 14.45752 -10.64440 42.24235
O 18.04006 -10.08254 46.08581
H 14.76177 -17.29840 44.38541
H 13.62106 -14.57740 42.38283
H 14.57347 -11.48168 42.68420
C 17.90008 -11.06139 43.70055
C 11.66280 -4.85740 42.83831
H 13.97302 -16.98252 39.38712
S 17.73001 -7.16335 40.91027
H 13.66135 -11.72927 45.70104
H 15.96157 -6.98164 36.23821
C 15.66772 -14.72669 39.64798
H 7.88946 -7.80483 40.39647
O 14.16405 -14.94226 37.53872
H 19.89141 -7.13063 41.61418
S 11.59368 -11.83038 46.86520
O 9.18133 -5.69079 38.60545
H 16.86841 -11.17496 43.52960
H 12.45416 -11.60781 44.49115
H 13.31462 -16.21317 40.70358
C 12.61224 -13.15285 47.56647
C 18.86135 -9.07783 35.77185
H 18.61410 -9.39433 34.74284
H 19.62031 -6.24747 39.92505
C 19.54264 -8.98463 44.27774
H 15.91309 -14.71209 40.74844
H 13.77403 -9.03461 40.44098
S 17.89496 -9.61519 44.57144
C 13.74225 -6.53714 43.36367
H 10.85630 -8.39047 40.41613
C 10.65355 -7.23741 40.13056
H 12.78806 -10.27124 45.64854
H 14.89646 -9.87959 42.87545
H 12.02092 -13.99694 47.38460
H 18.39096 -9.59194 36.43966
H 14.16735 -6.72635 42.33217
H 13.89905 -7.36132 43.97358
H 16.57061 -4.91279 41.02141
C 13.20823 -14.86078 43.35481
H 19.02047 -5.36243 41.38574
H 17.01554 -4.93601 39.56089
H 8.28924 -9.02062 39.62345
C 19.34926 -6.37343 40.97169
H 12.29624 -15.92379 39.41152
H 16.31616 -8.30076 35.33547
H 12.39172 -14.11513 43.56333
H 20.26615 -9.41837 44.82586
C 16.61059 -7.73192 36.11927
C 13.41084 -16.15546 39.67463
H 12.24775 -4.14491 43.53904
O 18.59573 -7.12613 37.57563
H 19.91471 -8.94876 43.16048
S 14.39886 -14.80519 44.68698
S 11.85795 -6.54948 43.50610
H 12.66513 -15.78563 43.53812
H 10.06890 -6.84349 41.04909
H 15.40237 -16.43051 43.03181
H 12.03367 -5.04731 41.81847
H 18.54143 -10.88036 42.75997
H 10.61989 -4.64224 43.03594
S 14.02681 -14.62941 38.97303
C 15.29710 -16.36056 44.17078
C 8.19820 -8.02670 39.36762
H 15.15762 -8.72696 39.17086
H 7.43980 -8.25840 38.59311
S 18.29796 -7.38983 36.08502
S 9.61257 -7.19051 38.66629
H 16.35016 -8.27681 36.88595
H 11.67351 -6.86368 39.77474
S 15.23958 -10.75164 40.67159
H 19.86723 -9.28097 35.71714
H 13.57291 -13.20989 47.10869
H 16.20399 -15.73525 39.13295